Here is a 2-piece molecular cluster, C5H11N overall from the OMol25 dataset. Energies are from the ωB97M-V functional and the def2-TZVPD basis.

Last column: Löwdin charge in e.
Atoms and positions in Å:
C  2.07451  1.86416  0.75617  -0.4770
C  -0.48052  -2.52092  -0.36347  0.0343
C  -1.17110  -1.32006  -0.34955  -0.4685
C  -2.51022  -1.24159  -0.07127  0.0224
C  -0.38755  -0.03689  -0.51057  -0.1177
N  1.43914  2.19991  -0.50866  -0.2794
H  1.38127  1.81696  1.65473  0.0173
H  2.58029  0.89971  0.72884  0.0119
H  -1.04143  -3.35202  0.05520  0.0434
H  0.57458  -2.54951  -0.59784  0.0558
H  -3.05512  -0.32140  0.11151  0.0492
H  -3.09181  -2.15532  0.04035  0.0401
H  0.31523  -0.01520  0.31975  0.0506
H  0.33442  0.00768  -1.33999  0.0657
H  -0.94635  0.88340  -0.51479  0.0524
H  1.15508  3.17560  -0.40932  -0.1184
H  2.82956  2.66548  0.99895  0.0178

Atoms 1-2, force components in eV/Å:
-0.4279 1.5775 -0.3771
-0.7894 -0.0265 0.3181

As for the expectation value of S²: 0.78. Its total charge is -1. Its energy above the lowest of the compared OMol25 structures with the same formula, charge and spin is 48.9 kcal/mol. As for the multiplicity: 2.

Here is C20H34ClFFeN3O4 as an isolated structure from the OMol25 dataset. Energies are from the ωB97M-V functional and the def2-TZVPD basis.

Last column: Löwdin charge in e.
Atoms and positions in Å:
O  -2.46997  1.89957  -1.95555  0.0225
C  -1.37025  1.77373  -2.47176  -0.1972
C  -0.89573  0.84706  -3.50964  -0.1902
C  -0.50473  -0.45028  -3.17693  -0.0435
H  -0.34902  -0.70313  -2.12902  0.0907
C  -0.36543  -1.39244  -4.19840  -0.0764
H  -0.13695  -2.43634  -3.96163  0.1090
C  -0.51349  -0.99240  -5.53692  -0.0968
H  -0.40496  -1.72603  -6.34057  0.0928
C  -0.65117  0.37330  -5.84807  -0.1012
H  -0.66611  0.70693  -6.88883  0.0949
C  -0.75685  1.31001  -4.82694  -0.0412
H  -0.77118  2.38879  -4.99213  0.1140
H  -0.51202  2.42494  -2.13856  0.1256
C  1.54388  2.74345  -0.25495  -0.1821
C  1.82732  1.28692  -0.26309  -0.5042
H  1.89681  3.23682  -1.17026  0.0588
H  1.99027  3.24751  0.61981  0.0604
H  0.45369  2.85244  -0.28694  0.0243
C  2.39282  0.67624  -1.32282  -0.3042
C  3.82572  1.02684  -1.63185  -0.1657
H  1.88968  -0.04580  -1.96597  0.0532
H  3.97521  1.21753  -2.70496  0.0394
H  4.53382  0.24283  -1.32486  0.0497
H  4.04693  1.94427  -1.05856  0.0627
Fe  1.15248  -0.03087  0.94381  0.3668
Cl  3.25037  0.16021  1.63713  0.0807
C  1.59412  -2.31414  2.51019  -0.3383
O  0.67070  -1.45325  2.45016  -0.1135
N  2.06136  -2.77514  3.66514  -0.1924
C  1.49765  -2.30655  4.92074  -0.0373
C  3.28065  -3.56489  3.71995  -0.0558
H  2.08311  -2.71819  1.60683  0.1333
H  0.56188  -1.77878  4.71767  0.0891
H  2.20825  -1.63174  5.41833  0.0940
H  1.32295  -3.17482  5.56466  0.0810
H  3.56408  -3.81671  2.69202  0.0887
H  3.11063  -4.47783  4.30497  0.0801
H  4.09423  -2.99464  4.19176  0.0908
H  -4.12964  -2.35048  -1.93023  0.0838
H  -2.69406  -3.64514  0.00127  0.0834
C  -3.14548  -1.87956  -2.07957  -0.0718
C  -1.89145  -2.92513  -0.21908  -0.0581
N  -2.44404  -1.72370  -0.81840  -0.1855
H  -3.28331  -0.89511  -2.54115  0.0833
C  -2.65510  -0.61229  -0.06170  -0.3098
O  -2.31856  -0.47968  1.12061  -0.0113
H  -1.35597  -2.65893  0.69310  0.0731
H  -3.15790  0.20145  -0.62147  0.1177
H  -2.56698  -2.51988  -2.75340  0.0771
H  -1.20686  -3.39960  -0.92994  0.0850
H  -1.14595  3.05345  4.56427  0.0860
H  -3.35246  3.26384  3.29214  0.0866
C  -0.63049  3.20941  3.61071  -0.0201
C  -2.78145  3.37143  2.36706  -0.0464
N  -1.49379  2.74453  2.53095  -0.1773
H  0.31033  2.65639  3.60842  0.0950
C  -1.07667  1.84808  1.66126  -0.2557
O  -0.00805  1.21120  1.89717  -0.1101
H  -3.29223  2.86238  1.54846  0.0920
H  -1.65515  1.67898  0.74075  0.1273
H  -0.43534  4.28206  3.47805  0.0908
H  -2.65392  4.43260  2.13169  0.0872
F  0.60377  -1.30171  -0.29501  -0.4849

Atoms 1-2, force components in eV/Å:
0.7461 -0.5968 -0.9264
1.2126 1.5344 1.4589

As for the expectation value of S²: 6.04. Its total charge is -1. Its energy above the lowest of the compared OMol25 structures with the same formula, charge and spin is 104.7 kcal/mol. As for the multiplicity: 5.

Here is C40H47MoN6O3PTe as an isolated structure from the OMol25 dataset. Energies are from the ωB97M-V functional and the def2-TZVPD basis.

Last column: Löwdin charge in e.
Atoms and positions in Å:
Mo  -1.98308  0.90424  -1.19353  1.3563
O  -3.71933  0.85926  -2.21909  -0.2968
C  -4.57215  1.86681  -2.38137  -0.3346
C  -5.92137  1.55706  -2.59389  -0.0113
C  -6.85148  2.55742  -2.77249  -0.0584
C  -6.47527  3.90438  -2.76798  -0.0781
C  -5.15307  4.22382  -2.58428  -0.0357
C  -4.18552  3.22415  -2.37344  -0.1518
C  -2.81384  3.63157  -2.26898  -0.0331
N  -1.84295  2.84605  -1.94437  -0.1404
N  -0.55741  3.38274  -2.09345  0.0911
C  0.30413  2.42359  -2.01321  -0.4443
O  -0.03391  1.16783  -1.79326  -0.2624
C  1.74254  2.72377  -2.19385  -0.1715
C  2.64707  1.67716  -2.34310  -0.0505
C  4.00404  1.94013  -2.46098  -0.0723
C  4.45974  3.25060  -2.43419  -0.0774
C  3.55572  4.29875  -2.30577  -0.0723
C  2.20030  4.04010  -2.18854  -0.0335
H  -6.20624  0.51349  -2.60838  0.1165
H  -7.89027  2.29365  -2.92587  0.1117
H  -7.21300  4.67957  -2.91874  0.1070
H  -4.83234  5.25894  -2.59868  0.1169
H  -2.54836  4.65550  -2.52362  0.1390
H  2.27392  0.66291  -2.37242  0.1027
H  4.70541  1.12455  -2.58215  0.1063
H  5.51807  3.45763  -2.52693  0.1062
H  3.91100  5.32095  -2.29893  0.1076
H  1.48722  4.84635  -2.08435  0.1120
C  -2.85079  -3.91928  -3.45188  -0.1782
N  -1.50615  -3.38901  -3.68360  -0.1460
C  -0.57401  -4.07398  -2.79011  -0.1822
N  -0.93657  -3.98414  -1.37436  -0.1358
C  -2.30332  -4.48672  -1.21054  -0.1826
N  -3.28888  -3.81969  -2.06020  -0.1458
C  -3.49554  -2.42839  -1.66204  -0.2910
P  -1.93010  -1.46298  -1.79338  0.9570
C  -1.45851  -1.94017  -3.51684  -0.2831
C  -0.81352  -2.61079  -0.88607  -0.3037
H  -2.84834  -4.97421  -3.73058  0.1309
H  -3.56053  -3.39312  -4.09190  0.1315
H  0.42655  -3.66003  -2.93018  0.1292
H  -0.55601  -5.12875  -3.06965  0.1305
H  -2.59989  -4.37969  -0.16526  0.1290
H  -2.30534  -5.54777  -1.46630  0.1299
H  -3.85177  -2.38385  -0.62977  0.0975
H  -4.25338  -1.95879  -2.29133  0.0899
H  -0.45300  -1.56846  -3.72685  0.0960
H  -2.14268  -1.46047  -4.21984  0.0996
H  -1.04298  -2.56736  0.18102  0.0844
H  0.21393  -2.26378  -1.01008  0.0867
C  -4.26143  1.65461  1.58463  -0.0036
C  -2.91790  0.98764  1.71333  -0.6303
O  -2.46622  0.63036  2.78807  -0.0545
N  -2.22063  0.81575  0.53934  -0.2056
Te  0.57358  0.75380  2.48972  1.8367
C  2.52619  1.25095  3.05896  -0.4112
C  3.14502  2.33386  2.42392  -0.3064
C  2.51266  3.13351  1.32099  -0.0619
C  4.45012  2.65133  2.79100  0.0023
C  5.13130  1.93474  3.76150  -0.2390
C  6.53691  2.28943  4.15085  -0.0336
C  4.47486  0.87636  4.39033  0.0019
C  3.18130  0.51239  4.06173  -0.2855
C  2.53914  -0.63182  4.79909  -0.0491
C  0.91803  -1.26949  2.07386  -0.4022
C  1.90244  -1.58580  1.13028  -0.2990
C  2.69050  -0.54676  0.37545  -0.0511
C  2.13131  -2.93030  0.86228  -0.0114
C  1.40498  -3.94031  1.48108  -0.2479
C  1.64472  -5.38392  1.14823  -0.0311
C  0.43640  -3.58201  2.41362  -0.0067
C  0.17854  -2.25683  2.73966  -0.3136
C  -0.81227  -1.95026  3.82702  -0.0532
H  -4.77865  1.64585  2.54016  0.0855
H  -4.85621  1.15031  0.82177  0.0807
H  -4.11872  2.68552  1.25484  0.0888
H  1.42014  3.12297  1.33686  0.0406
H  2.82677  2.75092  0.34792  0.0741
H  2.82501  4.17522  1.37904  0.0954
H  4.94023  3.48387  2.29880  0.1270
H  6.91673  3.11966  3.55872  0.0798
H  7.20268  1.43629  4.01360  0.0898
H  6.58339  2.57111  5.20388  0.0914
H  4.98858  0.32653  5.17142  0.1289
H  3.07585  -0.82561  5.72575  0.0895
H  2.54878  -1.54788  4.20523  0.0877
H  1.50160  -0.41618  5.06472  0.0620
H  2.05987  0.27798  0.03152  0.0463
H  3.14554  -0.99427  -0.50838  0.0888
H  3.49160  -0.12485  0.98556  0.0906
H  2.88173  -3.19272  0.12460  0.1263
H  2.37296  -5.48932  0.34596  0.0802
H  0.71766  -5.86156  0.82922  0.0832
H  2.01576  -5.92474  2.02044  0.0902
H  -0.13325  -4.35830  2.91333  0.1313
H  -1.54308  -2.75307  3.91239  0.0915
H  -1.36085  -1.02378  3.65272  0.0279
H  -0.30238  -1.87268  4.79058  0.0860

Atoms 1-2, force components in eV/Å:
-0.0906 -0.1575 -0.2013
-0.0923 0.0312 0.0676

As for the expectation value of S²: 0.76. Its total charge is +1. Its energy above the lowest of the compared OMol25 structures with the same formula, charge and spin is 1.9 kcal/mol. As for the multiplicity: 2.